(1)
{
  "formula": "C5H38N2O13",
  "method": "ωB97M-V/def2-TZVPD",
  "symbols": ["N", "C", "C", "C", "N", "C", "C", "O", "H", "H", "H", "H", "H", "H", "H", "H", "H", "H", "H", "H", "H", "H", "H", "H", "O", "H", "H", "O", "H", "H", "O", "H", "H", "O", "H", "H", "O", "H", "H", "O", "H", "H", "O", "H", "H", "O", "H", "H", "O", "H", "H", "O", "H", "H", "O", "H", "H", "O"],
  "positions_angstrom": [[-1.234, -0.459, -1.211], [-2.272, -1.026, -0.405], [-3.566, -0.105, -0.537], [-1.771, -1.213, 1.105], [-0.369, -1.549, 1.152], [0.144, -2.119, 2.419], [1.527, -1.650, 2.733], [2.457, -2.711, 2.473], [2.650, -2.649, 1.529], [-0.951, 0.472, -0.909], [-0.444, -1.032, -1.446], [-2.578, -1.967, -0.933], [-3.200, 0.912, -0.831], [-4.130, 0.010, 0.424], [-4.169, -0.514, -1.344], [-2.267, -0.309, 1.546], [-2.420, -2.030, 1.526], [-0.220, -2.232, 0.437], [0.076, -3.240, 2.447], [-0.437, -1.853, 3.309], [1.794, -0.703, 2.248], [1.667, -1.821, 3.871], [-0.641, 2.569, 2.107], [-1.770, 1.780, 1.363], [-1.134, 2.504, 1.281], [1.899, 3.022, 2.790], [1.647, 1.744, 1.911], [1.308, 2.262, 2.681], [-1.884, -0.060, -4.459], [-2.817, 0.061, -3.183], [-2.768, 0.158, -4.152], [-1.550, -2.578, -3.445], [-2.613, -2.064, -4.441], [-1.947, -2.742, -4.306], [3.012, -1.287, -3.242], [1.607, -0.726, -2.766], [2.137, -1.520, -2.897], [-0.614, 0.869, 4.586], [0.803, 0.772, 3.872], [0.058, 0.281, 4.244], [3.037, 2.993, 0.439], [3.289, 4.465, 0.351], [3.636, 3.674, 0.777], [-0.903, 4.215, -3.400], [-1.022, 3.013, -2.458], [-0.403, 3.680, -2.769], [0.556, 4.188, -1.371], [0.202, 4.561, 0.033], [0.908, 4.113, -0.459], [0.677, -0.116, 0.776], [0.271, 1.268, 0.677], [1.013, 0.730, 0.352], [1.507, -2.939, -1.411], [1.073, -3.993, -2.426], [0.972, -3.760, -1.494], [3.043, -0.540, 0.538], [3.392, -1.579, -0.273], [3.731, -1.231, 0.572]],
  "nbo_charge": [-0.882, -0.048, -0.630, -0.235, -0.672, -0.276, -0.098, -0.727, 0.463, 0.373, 0.369, 0.192, 0.201, 0.217, 0.223, 0.179, 0.185, 0.380, 0.208, 0.233, 0.163, 0.216, 0.507, 0.471, -0.966, 0.503, 0.505, -1.010, 0.480, 0.487, -0.967, 0.466, 0.483, -0.953, 0.493, 0.488, -0.975, 0.472, 0.504, -0.980, 0.476, 0.481, -0.955, 0.486, 0.486, -0.950, 0.495, 0.468, -0.984, 0.494, 0.491, -1.041, 0.477, 0.481, -0.959, 0.472, 0.456, -0.914],
  "orbital_gap_ev": 9.323,
  "e_above_lowest_kcal_mol": 94.4,
  "multiplicity": 1
}



(2)
{
  "formula": "C3H7O2",
  "method": "ωB97M-V/def2-TZVPD",
  "symbols": ["C", "O", "C", "C", "O", "H", "H", "H", "H", "H", "H", "H"],
  "positions_angstrom": [[-0.246, -1.122, -0.636], [0.610, -1.262, 0.471], [-0.083, 0.344, -1.184], [-0.130, 1.282, 0.048], [-0.109, 0.651, 1.287], [-1.286, -1.233, -0.289], [0.034, -1.867, -1.386], [0.886, 0.354, -1.707], [-0.927, 0.604, -1.837], [-1.048, 1.874, -0.099], [0.731, 1.967, -0.046], [0.343, -0.345, 1.060]],
  "nbo_charge": [-0.052, -0.863, -0.461, -0.042, -0.851, 0.120, 0.131, 0.175, 0.166, 0.110, 0.107, 0.461],
  "charge": -1,
  "orbital_gap_ev": 7.568,
  "e_above_lowest_kcal_mol": 50.6,
  "multiplicity": 1
}



(3)
{
  "formula": "C36H31AsClN5O3SW",
  "method": "ωB97M-V/def2-TZVPD",
  "symbols": ["W", "Cl", "C", "C", "C", "C", "O", "C", "C", "O", "C", "H", "H", "H", "H", "S", "C", "C", "C", "C", "C", "C", "As", "C", "C", "C", "C", "C", "C", "C", "C", "C", "C", "C", "C", "H", "H", "H", "H", "H", "H", "H", "H", "H", "H", "H", "H", "H", "H", "C", "N", "C", "C", "O", "N", "C", "N", "H", "H", "H", "H", "H", "H", "H", "N", "C", "N", "C", "C", "C", "C", "C", "C", "H", "H", "H", "H", "H", "H"],
  "positions_angstrom": [[0.194, -0.437, 1.033], [4.558, -5.776, 2.102], [3.402, -4.631, 1.531], [2.912, -4.735, 0.216], [2.017, -3.815, -0.270], [1.565, -2.770, 0.531], [0.761, -1.868, -0.031], [2.004, -2.680, 1.898], [1.618, -1.753, 2.908], [0.689, -0.887, 2.847], [2.961, -3.636, 2.345], [3.258, -5.544, -0.414], [1.654, -3.868, -1.288], [2.136, -1.810, 3.864], [3.335, -3.575, 3.360], [-2.110, 0.441, 1.245], [-2.203, 1.911, 0.263], [-3.191, 2.846, 0.580], [-3.337, 3.991, -0.192], [-2.506, 4.214, -1.284], [-1.529, 3.284, -1.602], [-1.382, 2.136, -0.836], [-0.019, 0.831, -1.166], [-0.649, -0.169, -2.660], [-1.935, -0.003, -3.144], [-2.373, -0.796, -4.199], [-1.536, -1.760, -4.740], [-0.244, -1.924, -4.247], [0.202, -1.129, -3.203], [1.321, 1.947, -1.996], [2.213, 2.686, -1.225], [3.173, 3.487, -1.825], [3.245, 3.556, -3.210], [2.351, 2.830, -3.981], [1.392, 2.025, -3.379], [-3.858, 2.660, 1.416], [-4.109, 4.708, 0.057], [-2.624, 5.105, -1.886], [-0.874, 3.453, -2.448], [-2.591, 0.744, -2.714], [-3.368, -0.651, -4.601], [-1.883, -2.379, -5.558], [0.412, -2.667, -4.683], [1.213, -1.239, -2.829], [2.151, 2.663, -0.146], [3.867, 4.056, -1.218], [3.994, 4.176, -3.686], [2.398, 2.885, -5.062], [0.703, 1.466, -3.994], [2.229, 4.067, 4.124], [1.881, 2.987, 3.201], [2.834, 2.083, 2.568], [1.885, 1.252, 1.775], [2.103, 0.278, 1.040], [0.653, 1.672, 1.841], [0.677, 2.726, 2.730], [-0.409, 3.409, 2.981], [3.276, 3.970, 4.394], [1.637, 3.989, 5.036], [2.075, 5.042, 3.663], [3.409, 1.507, 3.293], [3.536, 2.601, 1.913], [-1.292, 3.039, 2.646], [-0.426, 4.130, 3.684], [-2.471, -3.568, 2.781], [-1.449, -2.706, 2.795], [-1.221, -2.183, 1.616], [-2.186, -2.743, 0.751], [-2.424, -2.561, -0.610], [-3.472, -3.258, -1.171], [-4.275, -4.126, -0.408], [-4.038, -4.326, 0.933], [-2.976, -3.615, 1.485], [-2.815, -4.078, 3.579], [-0.889, -2.484, 3.688], [-1.805, -1.917, -1.218], [-3.682, -3.134, -2.226], [-5.093, -4.651, -0.886], [-4.648, -4.999, 1.523]],
  "mulliken_spin": [1.467, -0.001, -0.006, 0.030, -0.002, 0.041, 0.057, 0.072, 0.099, -0.021, 0.041, 0.001, 0.003, 0.004, 0.002, 0.001, -0.005, 0.008, -0.002, 0.006, -0.006, 0.021, 0.077, 0.016, 0.006, -0.001, 0.002, -0.002, -0.006, -0.002, 0.010, 0.001, 0.000, 0.000, -0.001, -0.001, 0.000, 0.000, 0.001, 0.001, 0.000, 0.000, 0.000, 0.002, 0.002, 0.000, 0.000, 0.000, 0.000, 0.000, 0.001, -0.001, 0.053, 0.003, 0.028, 0.010, 0.000, 0.000, 0.000, 0.000, 0.000, 0.001, 0.000, 0.000, 0.002, 0.012, -0.037, -0.030, 0.028, -0.002, 0.000, 0.001, 0.008, 0.000, 0.002, 0.007, 0.000, 0.000, 0.000],
  "charge": 2,
  "orbital_gap_ev": [6.198, 6.341],
  "multiplicity": 3
}



(4)
{
  "formula": "C9H8N2",
  "method": "ωB97M-V/def2-TZVPD",
  "symbols": ["C", "C", "C", "C", "C", "C", "C", "C", "C", "H", "H", "H", "H", "H", "H", "H", "H", "N", "N"],
  "positions_angstrom": [[-2.177, -0.188, 0.045], [-1.118, -1.101, -0.041], [0.199, -0.557, -0.057], [1.353, -1.392, -0.086], [2.622, -0.932, -0.041], [2.824, 0.521, -0.031], [1.708, 1.326, 0.039], [0.437, 0.796, -0.123], [-0.771, 1.619, -0.121], [-4.136, 0.389, 0.048], [-3.738, -1.155, 0.607], [-1.269, -2.200, -0.131], [1.186, -2.457, 0.024], [3.470, -1.558, -0.211], [3.762, 0.986, 0.109], [1.878, 2.463, 0.330], [-0.784, 2.754, -0.168], [-3.535, -0.448, -0.106], [-1.908, 1.132, -0.085]],
  "nbo_charge": [0.348, -0.291, -0.027, -0.191, -0.196, -0.228, -0.170, -0.144, 0.139, 0.394, 0.369, 0.221, 0.206, 0.217, 0.212, 0.219, 0.186, -0.792, -0.473],
  "smiles": "Nc1cc2ccccc2cn1",
  "orbital_gap_ev": 8.660,
  "e_above_lowest_kcal_mol": 17.6,
  "multiplicity": 1
}



(5)
{
  "formula": "CH6N2O",
  "method": "ωB97M-V/def2-TZVPD",
  "symbols": ["C", "N", "N", "O", "H", "H", "H", "H", "H", "H"],
  "positions_angstrom": [[0.579, 0.462, 0.285], [-0.444, -2.216, 0.330], [-0.696, 0.013, -0.182], [-1.342, -3.005, 0.516], [1.121, 0.748, -0.661], [0.654, 1.420, 0.867], [1.078, -0.390, 0.930], [-0.777, -0.227, -1.113], [-0.044, -2.134, -0.583], [-1.480, 0.667, 0.162]],
  "nbo_charge": [-0.440, -0.035, -0.808, -0.308, 0.186, 0.206, 0.201, 0.364, 0.250, 0.382],
  "smiles": "N=O.CN",
  "orbital_gap_ev": 9.183,
  "e_above_lowest_kcal_mol": 105.6,
  "multiplicity": 1
}



| no. | total energy (eV) | molar mass (g/mol) | F_max (eV/Å) |
| --- | --- | --- | --- |
| 1 | -35398.2784 | 334.36 | 4.39 |
| 2 | -7318.7567 | 75.09 | 3.32 |
| 3 | -137439.1010 | 907.96 | 6.15 |
| 4 | -12442.4250 | 144.18 | 4.32 |
| 5 | -6157.9178 | 62.07 | 5.48 |